Below is a 2-piece molecular cluster, C3H4N2 overall, with properties calculated with wB97M-V/def2-TZVPD.

The calculation puts the largest force on an atom at 0.2780 Eh/bohr. For the energy above the lowest of the compared OMol25 structures with the same formula, charge and spin, the calculation gives 1.620 eV. The HOMO energy (alpha / beta) comes out at -0.1605 / -0.3865 Ha. As for the expectation value of S²: 2.00. The total energy comes out at -6148.8944 eV. The spin multiplicity is 3. As for the net charge: 0.

Each line ends with the Mulliken spin population.
CARTESIAN COORDINATES (ANGSTROEM)
C -0.141 0.972 1.248  1.020
C 0.225 0.006 0.671  0.758
C 0.833 -1.165 0.086  0.034
N -1.651 1.774 -1.424  0.010
N -2.036 0.792 -1.764  0.007
H -0.136 1.962 1.726  0.023
H 0.235 -1.466 -0.893  0.083
H 0.903 -2.062 0.684  -0.002
H 1.767 -0.812 -0.334  0.067